No. 1
C6H9N | wB97M-V/def2-TZVPD

Properties
- SMILES: Cc1c[nH]c(C)c1
- Total energy: -288.72807 Eh

Atoms and positions in Å:
C 2.44905 -0.27363 0.27787
C 1.05963 -0.06748 -0.21775
C 0.07108 -0.96205 -0.52114
C -1.15793 -0.21839 -0.66069
C -2.35475 -0.41229 0.25651
C -0.80458 1.09884 -0.60130
N 0.52258 1.20147 -0.30210
H 2.50432 -0.02923 1.34871
H 2.74818 -1.31915 0.16678
H 3.16398 0.35860 -0.25515
H 0.23858 -2.02547 -0.66659
H -2.01880 -0.02554 1.23555
H -2.61632 -1.45438 0.39970
H -3.23481 0.18084 -0.01397
H -1.48392 1.94056 -0.60432
H 0.91370 2.00730 0.15789

=====

No. 2
C5H19NO6 | wB97M-V/def2-TZVPD

Properties
- SMILES: N[C@H](CO)CCC=O.O.O.O.O
- Total energy: -708.03240 Eh

Atoms and positions in Å:
C 0.97292 1.80385 1.52848
O 2.12970 0.99937 1.88610
C -0.18466 0.96654 1.05191
C -0.57619 1.50958 -0.33625
C -1.51497 0.53818 -1.05123
C -0.64409 -0.35291 -1.86450
O -0.17324 -1.39195 -1.41392
N -1.31826 1.19462 2.09515
H 1.46463 2.28422 0.65752
H 0.80814 2.27390 2.50559
H 1.85086 0.21278 2.29376
H 0.05493 -0.07424 1.00971
H 0.32994 1.67965 -0.87718
H -0.82975 2.54806 -0.27657
H -2.22472 1.02419 -1.62168
H -2.17495 0.05034 -0.35523
H -0.25444 0.01046 -2.87635
H -2.03902 1.75355 1.62908
H -1.77414 0.28570 2.30475
H 3.51910 -0.16902 0.12129
H 3.66530 -1.59800 -0.43937
O 3.36852 -0.79318 -0.61717
H -1.01509 -2.38307 -0.11781
H -0.54114 -2.51233 1.39573
O -1.34902 -2.40207 0.85458
H -4.25742 -1.25601 1.74734
H -2.82456 -1.54420 1.20250
O -3.59548 -0.93981 1.13779
H 2.28880 -0.85492 -2.72780
H 3.18041 0.27875 -3.39677
O 2.32385 -0.09841 -3.45050

=====

Q: The lowest total energy belongs to which entry?
A: C5H19NO6